The following is a quantum chemistry calculation of a 2-piece molecular cluster, C5H13NO overall in a non-equilibrium geometry, from OMol25.

Multiplicity: 1
HOMO energy, eV: -9.9
ΔE to the lowest compared entry with this formula, charge and spin, eV: 1.703
LUMO energy, eV: 0.961
Frontier orbital gap, eV: 10.9

Each line ends with the natural charge from an NBO analysis.
Geometry (Å):
C -1.186 -0.439 -1.413  -0.63
C -1.078 -1.902 -1.042  0.10
C -0.008 -2.085 0.049  -0.64
O -0.636 -2.551 -2.247  -0.73
H -1.960 -0.305 -2.171  0.22
H -0.251 -0.082 -1.841  0.21
H -1.415 0.206 -0.564  0.21
H -2.029 -2.335 -0.727  0.16
H -0.131 -1.341 0.833  0.21
H 0.942 -1.932 -0.466  0.21
H -0.003 -3.096 0.460  0.20
H -0.434 -3.481 -2.051  0.46
C 1.499 3.153 0.869  -0.44
C 0.340 1.536 2.044  -0.07
N 0.256 2.618 1.413  -0.38
H 1.419 3.200 -0.215  0.21
H 2.384 2.590 1.176  0.17
H 1.568 4.170 1.248  0.21
H -0.542 1.122 2.518  0.17
H 1.265 0.956 2.128  0.14

The following is a quantum chemistry calculation of C4H11CsNO as an isolated structure in a non-equilibrium geometry, from OMol25.

Multiplicity: 1
HOMO energy, eV: -11.7
ΔE to the lowest compared entry with this formula, charge and spin, eV: 1.226
LUMO energy, eV: -3.913
Frontier orbital gap, eV: 7.8
Net charge: +1

Each line ends with the natural charge from an NBO analysis.
Geometry (Å):
Cs 4.091 -1.211 3.336  1.00
C -0.270 -0.113 -1.749  -0.64
C -0.287 -0.982 -0.389  -0.05
C -0.316 -0.071 0.870  -0.09
O 0.920 0.593 1.046  -0.56
C 0.792 1.932 0.751  -0.25
N -1.431 -1.931 -0.388  -0.84
H -1.070 0.626 -1.811  0.21
H -0.305 -0.746 -2.635  0.21
H 0.644 0.463 -1.900  0.21
H 0.560 -1.668 -0.393  0.18
H -0.455 -0.840 1.630  0.18
H -1.168 0.595 1.013  0.19
H 0.032 2.411 1.368  0.17
H 0.496 2.214 -0.259  0.18
H 1.769 2.389 0.909  0.18
H -1.713 -2.161 -1.330  0.36
H -2.287 -1.500 -0.069  0.35

The following is a quantum chemistry calculation of C33H53BN2O3P2Pt as an isolated structure, from OMol25.

Multiplicity: 3
HOMO energy (alpha / beta), eV: -4.8 / -7.4
LUMO energy (alpha / beta), eV: 0.589 / -0.341
Frontier orbital gap (alpha / beta), eV: 5.4 / 7.1

Each line ends with the Mulliken charge.
Geometry (Å):
Pt 0.124 -0.046 0.324  2.10
C 5.397 1.356 0.565  -1.76
C 4.253 0.381 0.858  1.94
C 3.856 0.531 2.337  -1.75
C 4.736 -1.055 0.653  -2.00
P 2.639 0.627 -0.080  0.80
C 2.514 2.490 -0.059  -2.00
N 1.128 2.881 -0.013  0.71
B 0.038 1.962 0.158  -0.07
N -1.145 2.781 0.227  0.66
C -2.479 2.293 0.480  -2.11
P -2.453 0.428 0.487  0.46
C -3.534 0.051 1.969  2.01
C -2.722 0.527 3.183  -1.74
C -4.901 0.743 2.026  -1.77
C -3.719 -1.464 2.063  -2.04
C -3.243 -0.053 -1.124  2.08
C -2.525 0.760 -2.214  -1.90
C -4.744 0.195 -1.237  -1.95
C -2.938 -1.537 -1.370  -1.55
C -0.772 4.118 0.131  0.31
C -1.531 5.270 0.159  -0.70
C -0.872 6.496 0.036  -0.80
C 0.505 6.556 -0.111  -0.81
C 1.277 5.392 -0.140  -0.68
C 0.632 4.179 -0.018  0.29
C 2.891 0.233 -1.891  2.06
C 1.802 0.955 -2.697  -2.44
C 4.250 0.642 -2.465  -2.00
C 2.700 -1.276 -2.076  -1.58
H 6.235 1.130 1.232  0.53
H 5.115 2.390 0.756  0.28
H 5.769 1.289 -0.456  0.30
H 4.741 0.365 2.956  0.59
H 3.088 -0.186 2.624  0.20
H 3.477 1.528 2.569  0.29
H 5.511 -1.280 1.391  0.56
H 5.172 -1.208 -0.335  0.28
H 3.929 -1.778 0.786  0.26
H 3.021 2.904 -0.939  0.59
H 3.052 2.863 0.817  0.86
H -3.190 2.659 -0.269  0.60
H -2.844 2.643 1.451  0.88
H -2.758 1.612 3.290  0.32
H -1.675 0.230 3.137  0.19
H -3.165 0.098 4.086  0.58
H -4.827 1.815 1.841  0.23
H -5.324 0.620 3.028  0.56
H -5.616 0.326 1.321  0.34
H -2.763 -1.992 2.035  0.37
H -4.350 -1.849 1.262  0.31
H -4.211 -1.708 3.008  0.55
H -2.870 1.794 -2.246  0.31
H -2.740 0.307 -3.185  0.65
H -1.442 0.775 -2.087  0.36
H -5.015 1.219 -0.976  0.31
H -5.317 -0.486 -0.609  0.31
H -5.057 0.027 -2.272  0.52
H -1.869 -1.747 -1.305  0.11
H -3.287 -1.809 -2.369  0.57
H -3.440 -2.187 -0.654  0.27
H -2.605 5.224 0.278  0.49
H -1.448 7.411 0.057  0.39
H 0.991 7.518 -0.205  0.39
H 2.353 5.440 -0.250  0.49
H 1.844 2.039 -2.585  0.29
H 0.797 0.634 -2.420  0.47
H 1.953 0.719 -3.754  0.66
H 4.462 1.703 -2.328  0.31
H 4.248 0.449 -3.541  0.54
H 5.071 0.068 -2.035  0.35
H 1.762 -1.630 -1.641  0.11
H 3.513 -1.847 -1.628  0.28
H 2.689 -1.501 -3.146  0.50
C -0.521 -7.111 -0.235  -0.77
O -0.512 -6.770 1.142  -0.47
C -0.331 -5.468 1.482  1.10
C -0.330 -5.223 2.881  -1.13
C -0.137 -3.952 3.313  -1.50
C 0.050 -2.844 2.437  -0.23
C 0.337 -1.567 3.015  1.51
C 0.458 -1.424 4.514  -2.16
O 0.518 -0.490 2.398  -0.85
C -0.004 -3.094 1.020  0.84
O 0.066 -2.200 0.120  -1.37
C -0.163 -4.447 0.584  -0.63
H -0.669 -8.186 -0.281  0.24
H 0.427 -6.848 -0.706  0.31
H -1.340 -6.606 -0.752  0.31
H -0.473 -6.047 3.563  0.45
H -0.128 -3.777 4.380  0.43
H 1.142 -2.146 4.955  0.57
H -0.522 -1.568 4.976  0.46
H 0.798 -0.415 4.733  0.33
H -0.175 -4.595 -0.483  0.44

Values for DFT total energy, eV, ordered as above
-8932.30796, -8405.47945, -66706.66074